The following is a DFT calculation (the ωB97M-V functional and the def2-TZVPD basis) of C2H5NOS in the gas phase.

SMILES string: NCC(O)=S
E_HOMO (eV): -8.567
Orbital gap (eV): 8.961

Geometry (Å):
N  -1.433  -0.131  -0.285
C  -0.312  -0.855  0.154
C  0.872  0.162  -0.020
O  0.602  1.400  0.021
S  2.411  -0.316  -0.127
H  -1.254  0.360  -1.166
H  -1.649  0.470  0.601
H  -0.410  -1.280  1.132
H  -0.166  -1.810  -0.481
H  1.340  2.001  0.170

The following is a DFT calculation (the ωB97M-V functional and the def2-TZVPD basis) of 2 unconnected molecules or ions with the total composition C2H5NOS.

E_HOMO (spin up / spin down) (eV): -8.704 / -8.676
Orbital gap (spin up / spin down) (eV): 7.835 / 8.213

Geometry (Å):
C  -1.615  -0.600  -0.259
C  -0.933  0.251  0.422
N  2.571  1.007  -0.050
O  1.581  -1.431  -0.541
S  1.585  -0.111  0.126
H  -2.624  -1.029  0.140
H  -1.242  -0.956  -1.264
H  -0.901  0.699  1.344
H  2.811  1.266  -1.024
H  1.886  -0.377  1.387

| no. | strongest force on any atom (eV/Å) |
| --- | --- |
| 1 | 4.74 |
| 2 | 3.36 |